{
  "formula": "C50H50N7O5P2SSe2Ti",
  "method": "ωB97M-V/def2-TZVPD",
  "symbols": ["Ti", "Se", "P", "C", "C", "C", "C", "C", "C", "C", "C", "C", "C", "C", "C", "C", "C", "N", "N", "N", "P", "Se", "C", "C", "C", "C", "C", "C", "C", "C", "C", "C", "C", "C", "H", "H", "H", "H", "H", "H", "H", "H", "H", "H", "H", "H", "H", "H", "H", "H", "H", "H", "H", "H", "O", "C", "O", "C", "C", "C", "C", "C", "N", "H", "H", "H", "H", "N", "C", "C", "O", "C", "O", "H", "H", "H", "C", "C", "C", "C", "H", "H", "H", "H", "H", "H", "H", "H", "H", "C", "C", "C", "N", "C", "S", "N", "C", "O", "C", "C", "C", "C", "C", "C", "H", "H", "H", "H", "H", "H", "H", "H", "H", "H", "H", "H", "H", "H"],
  "positions_angstrom": [[-0.92008, -0.97894, 0.16977], [5.78925, 0.43185, 3.22981], [3.96735, 1.44702, 3.00200], [3.58142, 2.07441, 4.69092], [3.50739, 3.40864, 4.94854], [3.52137, 3.93224, 6.21255], [3.43503, 3.08719, 7.26936], [3.57855, 1.73330, 7.10414], [3.70257, 1.18478, 5.80031], [4.11221, 2.82639, 1.85742], [5.11196, 3.78461, 2.09477], [5.24974, 4.87230, 1.21407], [4.40944, 4.97263, 0.12646], [3.33241, 4.06231, -0.06411], [3.22210, 2.99193, 0.77850], [2.53202, 0.40143, 2.42926], [1.15882, 0.37670, 2.48283], [0.74691, -0.57001, 1.56178], [1.81379, -1.16756, 1.08396], [2.89862, -0.62950, 1.53944], [-0.27556, 1.17763, 3.33107], [-1.98512, 1.19444, 2.13708], [0.18885, 2.94320, 3.86655], [0.66203, 3.68636, 2.79564], [1.03011, 5.04285, 3.01361], [0.83131, 5.64934, 4.26493], [0.29023, 4.89810, 5.28921], [0.00472, 3.55107, 5.10348], [-0.46730, 0.28275, 4.92347], [0.37053, 0.59619, 6.04769], [0.12710, -0.04827, 7.23512], [-0.85318, -0.99042, 7.29115], [-1.61333, -1.39423, 6.19754], [-1.45524, -0.65757, 4.99902], [3.47217, 4.09319, 4.06204], [3.58645, 5.00388, 6.33072], [3.53126, 3.53299, 8.27711], [3.56839, 1.11997, 7.92697], [3.97346, 0.10038, 5.61687], [5.75809, 3.62148, 2.90096], [6.07062, 5.59504, 1.39046], [4.52631, 5.81444, -0.56765], [2.72992, 4.08914, -1.00947], [2.38811, 2.33768, 0.64725], [0.76817, 3.30621, 1.77764], [1.30598, 5.55889, 2.10194], [1.10947, 6.65057, 4.46407], [0.08475, 5.42644, 6.23909], [-0.48348, 2.95341, 5.84250], [1.25611, 1.24215, 5.97071], [0.68659, 0.21304, 8.12062], [-1.10569, -1.35144, 8.23332], [-2.44292, -2.11108, 6.34595], [-2.05332, -0.84081, 4.09788], [-0.20910, -2.93009, -3.39383], [-0.16455, -2.68419, -2.21123], [-0.56893, -1.55552, -1.71894], [0.21105, -3.68751, -1.18288], [0.73659, -4.93662, -1.41795], [1.12593, -5.72617, -0.30111], [0.78048, -5.28303, 0.92344], [0.25215, -4.02447, 1.08907], [-0.03782, -3.23791, 0.04117], [0.92448, -5.22957, -2.45114], [1.61206, -6.63242, -0.42771], [1.07862, -5.85311, 1.84963], [0.02917, -3.53614, 1.98791], [-2.10637, -2.76659, 2.61836], [-1.70764, -2.07262, 1.79462], [-1.18070, 2.92441, -1.59205], [-1.39720, 1.56000, -1.24631], [-0.40927, 1.12318, -0.35161], [0.44670, 1.87952, -0.04656], [-0.32373, 3.00680, -2.28616], [-0.93240, 3.56266, -0.73863], [-2.11735, 3.23122, -2.02315], [-3.30692, -3.42638, -1.05870], [-3.61094, -1.95161, -1.32817], [-5.11296, -1.71800, -1.27491], [-2.98330, -0.86730, -0.32877], [-3.79698, -4.11661, -1.88340], [-3.68401, -3.74766, -0.09239], [-2.23285, -3.55212, -1.08232], [-3.25375, -1.69717, -2.39090], [-5.46514, -1.79252, -0.23796], [-5.70130, -2.56839, -1.74993], [-5.46316, -0.74271, -1.66043], [-3.56974, -0.84061, 0.57152], [-3.03738, 0.12797, -0.79584], [-3.55003, -2.55896, -5.74556], [-2.77191, -3.88430, -5.43066], [-1.95455, -4.28495, -6.75806], [-1.08967, -3.21488, -7.12333], [-0.26501, -3.28034, -8.14083], [-0.08953, -4.68213, -9.05447], [0.49071, -2.16451, -8.42178], [0.45681, -0.79634, -8.02555], [1.15780, 0.02231, -8.59891], [-0.44773, -0.31239, -6.91185], [-0.31560, -0.57720, -5.58701], [-1.17415, -0.03541, -4.64173], [-2.23503, 0.75777, -5.01628], [-2.37633, 1.06318, -6.39102], [-1.45983, 0.54778, -7.32233], [-4.34702, -2.42038, -4.98477], [-4.17261, -2.65601, -6.64106], [-2.94860, -1.68064, -5.84345], [-3.42466, -4.72901, -5.21424], [-2.15666, -3.70769, -4.54002], [-2.71704, -4.43731, -7.46747], [-1.38945, -5.26791, -6.66104], [-1.16191, -2.41999, -6.50081], [1.18026, -2.34793, -9.18346], [0.40605, -1.29144, -5.20826], [-1.09763, -0.23715, -3.55771], [-2.93900, 1.20729, -4.35695], [-3.19155, 1.68176, -6.76041], [-1.57635, 0.93936, -8.31005]],
  "energy_ha": -9428.173804,
  "spin_multiplicity": 1,
  "charge": -1,
  "max_force_ev_per_a": 3.4,
  "orbital_gap_ev": 7.65,
  "homo_energy_ha": -0.2105,
  "e_above_lowest_kcal_mol": 0.00,
  "mol_weight_g_mol": 1128.80
}


{
  "formula": "C50H52AsN2O6P2S4TeTl",
  "method": "ωB97M-V/def2-TZVPD",
  "symbols": ["Tl", "C", "C", "N", "C", "C", "S", "C", "C", "N", "H", "H", "H", "H", "H", "H", "H", "H", "H", "H", "H", "H", "H", "H", "O", "As", "O", "O", "C", "C", "C", "C", "C", "C", "S", "O", "O", "O", "H", "H", "H", "H", "H", "S", "P", "S", "C", "C", "C", "C", "C", "C", "C", "C", "C", "C", "C", "C", "H", "H", "H", "H", "H", "H", "H", "H", "H", "H", "C", "Te", "C", "C", "C", "C", "C", "C", "C", "H", "H", "H", "H", "H", "H", "H", "H", "C", "C", "C", "C", "C", "C", "P", "C", "C", "C", "C", "C", "C", "C", "C", "C", "C", "C", "C", "H", "H", "H", "H", "H", "H", "H", "H", "H", "H", "H", "H", "H", "H", "H"],
  "positions_angstrom": [[-0.21605, -0.08544, 0.68512], [1.60542, -1.71584, -2.58409], [0.75583, -0.49284, -2.96138], [0.86917, 0.59694, -2.00974], [2.01451, 1.47432, -2.13798], [3.37084, 0.86404, -1.80314], [3.52564, 0.14156, -0.14547], [3.89551, -1.59004, -0.51743], [2.70397, -2.55733, -0.53264], [1.53845, -2.00666, -1.17078], [2.64924, -1.54441, -2.84791], [1.28058, -2.56026, -3.21049], [-0.29463, -0.78279, -2.98722], [1.03089, -0.18244, -3.98446], [0.01736, 1.14745, -2.02992], [1.84532, 2.31179, -1.46124], [2.09977, 1.89053, -3.15947], [4.10755, 1.66770, -1.87673], [3.66465, 0.11266, -2.53375], [4.60477, -1.91992, 0.24327], [4.43228, -1.61411, -1.46796], [2.42817, -2.78973, 0.49856], [3.06132, -3.49972, -0.98858], [0.68870, -2.49467, -0.92808], [-4.53388, -0.05110, 0.75924], [-3.89323, 0.54026, -0.78188], [-5.03531, 0.14280, -1.91527], [-2.36827, -0.10960, -1.02985], [-3.99398, 2.47943, -0.66121], [-4.39919, 3.07161, -1.85520], [-4.59809, 4.44235, -1.94089], [-4.43413, 5.23120, -0.81397], [-4.03296, 4.65090, 0.37914], [-3.79809, 3.28517, 0.46047], [-2.96566, 2.67900, 1.93534], [-3.96026, 2.38665, 2.93536], [-2.04009, 3.75388, 2.27511], [-2.26194, 1.52754, 1.36737], [-5.43100, -0.33244, 0.52646], [-4.58543, 2.43648, -2.71285], [-4.88807, 4.88904, -2.88482], [-4.58119, 6.30339, -0.87010], [-3.83955, 5.26312, 1.25076], [2.81043, 1.48594, 6.98365], [2.92166, 0.49915, 5.26434], [1.47025, 0.58303, 3.91163], [4.53728, 0.90731, 4.47821], [4.61110, 1.29825, 3.15096], [5.83852, 1.59709, 2.56622], [7.00282, 1.50526, 3.31048], [6.93658, 1.11545, 4.64606], [5.71354, 0.82495, 5.22439], [3.19569, -1.28784, 5.63107], [3.82100, -2.11492, 4.70099], [3.96169, -3.47363, 4.93936], [3.46582, -4.02909, 6.11260], [2.83767, -3.21212, 7.04202], [2.70966, -1.84992, 6.80469], [3.69116, 1.35493, 2.58298], [5.87420, 1.88733, 1.52335], [7.96025, 1.73561, 2.85752], [7.84349, 1.04538, 5.23569], [5.65424, 0.54276, 6.26912], [4.19389, -1.68965, 3.77598], [4.45384, -4.10191, 4.20595], [3.56860, -5.09153, 6.29938], [2.44613, -3.63643, 7.95931], [2.23892, -1.19880, 7.53155], [0.81424, 4.73806, -1.56134], [-0.34030, 3.69019, -0.06823], [0.45078, 5.30491, 1.06944], [0.37841, 6.47701, 0.12789], [0.09876, 7.77585, 0.51844], [-0.01584, 8.78609, -0.43238], [0.15170, 8.49592, -1.77670], [0.43924, 7.19334, -2.17413], [0.55626, 6.18417, -1.23280], [0.53866, 4.47611, -2.58119], [1.86958, 4.50034, -1.40657], [1.48157, 5.04522, 1.31528], [-0.12388, 5.41995, 1.98387], [-0.05422, 7.99625, 1.56788], [-0.25351, 9.79562, -0.12021], [0.04406, 9.27637, -2.52006], [0.55412, 6.95872, -3.22632], [-0.54657, -7.31562, -1.29873], [-0.11628, -6.37196, -0.37964], [-0.52217, -5.04916, -0.50776], [-1.36416, -4.63929, -1.54034], [-1.79629, -5.60651, -2.44725], [-1.39068, -6.92673, -2.33240], [-1.87004, -2.84307, -1.49385], [-3.49347, -3.13417, -0.70337], [-3.59936, -2.83706, 0.64826], [-4.75706, -3.14099, 1.35336], [-5.82743, -3.72843, 0.70007], [-5.73848, -4.01063, -0.65990], [-4.57725, -3.72059, -1.35407], [-2.25701, -2.57682, -3.26889], [-1.36991, -3.05219, -4.23633], [-1.55407, -2.76897, -5.58204], [-2.63868, -2.00157, -5.98195], [-3.52419, -1.52355, -5.02661], [-3.34130, -1.80074, -3.67818], [-0.23049, -8.34766, -1.21024], [0.53520, -6.65745, 0.43657], [-0.18879, -4.32329, 0.22732], [-2.45942, -5.32414, -3.25600], [-1.74110, -7.65903, -3.04997], [-2.78871, -2.32735, 1.15531], [-4.82644, -2.87977, 2.40083], [-6.73920, -3.94880, 1.24180], [-6.57992, -4.45218, -1.17988], [-4.51887, -3.93864, -2.41388], [-0.52138, -3.65599, -3.93828], [-0.84893, -3.14679, -6.31304], [-2.78881, -1.77489, -7.03116], [-4.36857, -0.91173, -5.31943], [-4.03718, -1.37542, -2.96238]],
  "energy_ha": -7449.380525,
  "spin_multiplicity": 1,
  "charge": -2,
  "max_force_ev_per_a": 0.5,
  "orbital_gap_ev": 6.27,
  "homo_energy_ha": -0.1009,
  "e_above_lowest_kcal_mol": 0.00,
  "mol_weight_g_mol": 1374.10
}